{"formula": "C22H42AsBN3O5RuS2", "method": "ωB97M-V with the def2-TZVPD basis set", "species": ["Ru", "C", "C", "N", "C", "C", "N", "C", "C", "N", "H", "H", "H", "H", "H", "H", "H", "H", "H", "H", "H", "H", "H", "H", "H", "C", "C", "As", "C", "C", "C", "C", "H", "H", "H", "H", "H", "H", "H", "H", "H", "H", "H", "H", "H", "H", "H", "O", "S", "O", "O", "S", "C", "C", "C", "C", "C", "C", "C", "C", "O", "B", "O", "C", "C", "H", "H", "H", "H", "H", "H", "H", "H", "H", "H", "H", "H"], "xyz": [[-0.32660, 0.05539, -0.55209], [0.65568, -0.47633, 2.28981], [-0.02879, 0.89956, 2.19931], [-1.15293, 0.84249, 1.24173], [-2.28028, -0.00575, 1.71910], [-2.91651, -0.75983, 0.55790], [-1.89232, -1.30217, -0.36675], [-1.29489, -2.61106, -0.00274], [-0.33206, -2.47353, 1.16677], [0.50527, -1.25403, 1.03341], [0.24192, -1.05427, 3.11712], [1.71228, -0.33804, 2.51842], [0.66441, 1.64682, 1.82066], [-0.36054, 1.22805, 3.18887], [-1.51062, 1.78154, 1.10635], [-3.03222, 0.61188, 2.21263], [-1.90094, -0.69236, 2.47031], [-3.51649, -0.06512, -0.02929], [-3.57700, -1.55025, 0.92394], [-2.34609, -1.42736, -1.26588], [-0.74911, -2.94329, -0.88464], [-2.06906, -3.35172, 0.21654], [0.28723, -3.36987, 1.22514], [-0.87957, -2.41865, 2.10500], [1.41304, -1.49703, 0.64438], [-2.82298, 0.00924, -3.59090], [-2.07301, 1.33100, -3.66165], [-1.35159, 1.87417, -1.92974], [-2.91640, 2.68918, -1.05165], [-3.64237, 3.73441, -1.89229], [-0.29919, 3.48828, -2.29561], [-0.29298, 3.93236, -3.75224], [-3.18577, -0.28377, -4.57600], [-3.69028, 0.05960, -2.92636], [-2.15063, -0.78160, -3.25166], [-2.70691, 2.12441, -4.05577], [-1.21065, 1.24344, -4.32210], [-2.55934, 3.15477, -0.12675], [-3.60048, 1.88581, -0.76491], [-2.96865, 4.53404, -2.20149], [-4.45428, 4.18856, -1.32372], [-4.07744, 3.29505, -2.78929], [0.71059, 3.28602, -1.95292], [-0.71280, 4.26845, -1.65180], [0.17619, 3.18224, -4.38613], [0.28392, 4.85245, -3.85056], [-1.29713, 4.13042, -4.12862], [3.46276, 0.47806, -2.54360], [2.05433, 0.36303, -2.37423], [1.21507, 1.08504, -3.28262], [1.72998, 1.16838, -0.87963], [1.31249, -1.41068, -1.96177], [7.98075, 0.02345, 3.99250], [6.60220, -0.58016, 4.30052], [6.30244, -0.42430, 5.79738], [6.63706, -2.07569, 3.97625], [5.55881, 0.15870, 3.46116], [5.19892, 1.46884, 3.79646], [4.29812, 2.22491, 3.05293], [3.75935, 1.61699, 1.94441], [2.83923, 2.11156, 1.03102], [2.65767, 1.07437, 0.13915], [3.40068, -0.04306, 0.45682], [4.10517, 0.32584, 1.59576], [4.99609, -0.42798, 2.32318], [8.75722, -0.50694, 4.54702], [8.02105, 1.07656, 4.27515], [8.20892, -0.05062, 2.92797], [7.01771, -1.00983, 6.37652], [5.29877, -0.78094, 6.03712], [6.38694, 0.60925, 6.13174], [7.31902, -2.57902, 4.66178], [6.99874, -2.26584, 2.96429], [5.65227, -2.53495, 4.08698], [5.64605, 1.93067, 4.66558], [4.04442, 3.23967, 3.32652], [5.24422, -1.43019, 2.00607]], "forces_ev_per_angstrom": [[1.0, -0.3, 0.9], [0.0, 0.0, 0.1], [0.1, -0.1, 0.0], [-0.2, 0.1, -0.3], [0.0, 0.0, -0.1], [0.0, 0.0, 0.0], [-0.1, 0.2, -0.1], [0.0, 0.0, 0.0], [0.0, -0.1, 0.0], [-0.2, 0.2, -0.4], [0.0, 0.0, 0.0], [0.0, 0.0, 0.0], [0.0, 0.0, 0.0], [0.0, -0.1, 0.0], [0.1, 0.0, 0.0], [0.0, 0.0, 0.0], [0.0, 0.0, 0.0], [0.0, -0.1, 0.0], [0.0, 0.0, 0.0], [0.0, 0.0, -0.1], [-0.1, 0.0, 0.0], [0.0, 0.0, 0.1], [0.0, 0.0, 0.0], [0.0, 0.0, 0.0], [0.1, 0.0, 0.2], [0.1, 0.0, 0.0], [0.0, 0.1, 0.0], [0.0, -0.6, -0.2], [0.0, -0.1, -0.1], [0.0, 0.0, 0.0], [0.0, 0.0, 0.1], [0.0, 0.0, 0.0], [0.0, 0.0, 0.0], [0.0, 0.0, 0.0], [0.0, 0.0, 0.0], [0.0, 0.0, 0.0], [0.0, 0.0, 0.0], [0.0, 0.0, 0.0], [0.0, 0.1, 0.0], [0.0, 0.0, 0.0], [0.0, 0.0, 0.0], [0.0, 0.0, 0.0], [0.1, 0.0, 0.0], [0.0, 0.0, 0.0], [0.0, 0.0, 0.0], [0.0, 0.0, 0.0], [0.0, 0.0, 0.0], [0.1, -0.3, 0.3], [0.0, 0.6, -0.5], [0.1, 0.1, 0.0], [-0.4, -0.2, -0.1], [-0.6, 0.3, -0.1], [0.0, 0.0, 0.0], [0.0, 0.0, 0.0], [0.0, 0.0, 0.0], [0.0, 0.0, 0.0], [0.0, 0.0, 0.0], [0.0, 0.0, 0.0], [0.0, 0.0, 0.0], [0.0, -0.1, 0.0], [0.0, 0.0, 0.0], [0.1, 0.1, 0.1], [-0.1, -0.1, 0.0], [0.0, 0.1, 0.1], [0.0, 0.0, 0.0], [0.0, 0.0, 0.0], [0.0, 0.0, 0.0], [0.0, 0.0, 0.0], [0.0, 0.0, 0.0], [0.0, 0.0, 0.0], [0.0, 0.0, 0.0], [0.0, 0.0, 0.0], [0.0, 0.0, 0.0], [0.0, 0.0, 0.0], [0.0, 0.0, 0.0], [0.0, 0.0, 0.0], [0.0, 0.0, 0.0]], "energy_ha": -4555.83351, "gap_ev": 8.86, "charge": 1, "lumo_ev": -2.20, "homo_ev": -11.056, "e_above_lowest_kj_mol": 0.0}